Entry 1:
Formula: C36H57N10O7
Source: the OMol25 dataset
Level of theory: ωB97M-V with the def2-TZVPD basis set

The value obtained for the energy is -2478.78983 Ha. The maximum force comes out at 19.46 eV/Å. The calculation puts the energy above the lowest of the compared OMol25 structures with the same formula, charge and spin at 325.6 kJ/mol. The HOMO-LUMO gap comes out at 4.06 eV. The HOMO energy is -9.31 eV. The charge is +1.

Last column: Löwdin charge in e.
CARTESIAN COORDINATES (ANGSTROEM)
C 1.0409 0.7406 2.6180  0.036
C -0.3992 0.4569 2.2474  -0.396
C -0.8485 1.8153 1.6802  -0.121
C -0.3891 1.9874 0.2847  -0.160
C -0.9105 0.8390 -0.5377  -0.131
C -0.4588 -0.5410 -0.0163  -0.365
N -0.5969 -0.6168 1.4012  0.028
O -0.6063 -1.8181 1.8309  0.186
C 1.0016 -0.8826 -0.4691  0.100
C -1.5644 -1.5180 -0.6354  0.031
C -1.1587 0.3228 3.7080  0.023
H 1.1578 1.5108 3.1458  0.035
H 1.5662 0.8612 1.9106  -0.021
H 1.3873 -0.0949 3.2081  0.118
H -0.7903 2.5796 2.3603  0.089
H -2.0321 1.6231 1.6289  0.160
H 0.7105 1.8965 0.1854  0.123
H -1.0423 2.8357 -0.1884  0.172
H -0.9190 1.0036 -1.6676  0.150
H -1.8495 0.8639 -0.2709  0.037
H 0.8772 -1.0757 -1.5830  0.127
H 1.2698 -1.8649 0.0920  0.133
H 1.4660 -0.2030 -0.2764  -0.090
H -1.3017 -2.5430 -0.6364  0.048
H -1.3373 -1.3849 -1.6219  0.037
H -2.5085 -1.5035 -0.2087  0.048
H -1.3137 1.2002 4.2855  0.054
H -0.5306 -0.4153 4.4121  0.131
H -2.2908 0.0382 3.6292  0.091
N -5.3113 -2.2666 1.4922  -0.036
C -5.0960 -1.5637 0.3327  -0.126
C -4.6586 -0.1853 0.7510  -0.172
C -4.7209 -0.0359 2.1164  -0.077
C -5.2307 -1.4738 2.6399  -0.026
H -5.4731 -3.2822 1.6009  0.163
H -5.2692 -2.0762 -0.6933  0.121
H -4.3592 0.4759 0.0065  0.059
H -4.3498 1.0459 2.5558  0.139
H -5.5004 -1.7977 3.5174  0.023
N 1.9403 -4.3337 1.0374  -0.020
C 3.0373 -3.6081 1.5239  -0.041
C 2.5864 -3.1143 2.9355  -0.037
C 1.2686 -3.8232 3.2163  -0.014
C 0.9494 -4.5380 1.8781  -0.100
H 1.9244 -4.6480 0.1028  0.053
H 3.8337 -3.3356 0.9897  0.043
H 3.1953 -2.3712 3.4505  0.064
H 0.6446 -3.7177 3.9750  0.008
H 0.1949 -5.0840 1.5344  0.049
N 1.4017 4.7748 -4.5720  -0.023
C 1.5027 4.2242 -3.2820  -0.085
C 0.7048 5.1425 -2.2782  -0.055
C 0.0070 6.1743 -3.2373  -0.057
C 0.5732 5.8342 -4.6565  -0.114
H 1.8227 4.2717 -5.2712  0.111
H 2.1041 3.5261 -2.9015  0.013
H 0.5054 4.9815 -1.1256  0.078
H -0.6772 6.9898 -2.8834  0.066
H 0.3253 6.3250 -5.5592  0.076
N 3.7583 -0.3564 -3.5467  -0.032
C 4.9825 -0.6465 -2.9287  -0.191
C 5.2543 0.0701 -1.7438  -0.075
C 3.9693 0.8874 -1.5811  -0.059
C 3.1713 0.6673 -2.8248  -0.146
H 3.1902 -0.8643 -4.3505  0.201
H 5.6110 -1.5169 -3.2629  0.111
H 6.2118 -0.1259 -1.1541  0.110
H 3.8565 1.6183 -0.8692  0.024
H 2.1589 0.9772 -3.1810  0.087
N -0.7701 6.6203 4.2957  -0.048
C -0.3755 5.2297 4.2540  -0.105
C -0.6455 4.7732 5.5235  -0.108
C -1.2946 5.8770 6.3475  -0.065
C -1.4809 6.9563 5.3899  -0.165
H -0.5423 7.4432 3.5217  0.225
H 0.0014 4.7506 3.5250  0.008
H -0.3657 3.8550 5.9593  0.061
H -1.6789 5.8070 7.4452  0.109
H -2.0978 7.8221 5.5340  0.098
N 0.2430 -6.3805 -1.1616  -0.057
C 0.3074 -5.1517 -1.7353  -0.145
C 1.7820 -5.0520 -2.1360  -0.129
C 2.5673 -6.2081 -1.6528  -0.050
C 1.4876 -7.0610 -0.9722  -0.051
H -0.6018 -6.6402 -0.5667  0.175
H -0.4937 -4.3136 -1.8388  0.099
H 2.3162 -4.2563 -2.9207  0.130
H 3.5328 -6.4797 -1.6546  0.033
H 1.3039 -7.9642 -0.4353  0.085
C -1.2507 -1.4672 -5.0848  0.006
N -0.4588 -0.2377 -4.9886  -0.330
O -0.2653 0.2879 -3.7817  -0.045
O -0.3809 0.5442 -5.9855  0.062
H -1.3832 -2.0845 -3.9642  0.166
H -0.7609 -2.1536 -5.6860  0.051
H -2.2963 -1.3200 -5.5759  0.140
C 4.1708 5.0403 1.9512  0.048
N 3.1943 3.9908 1.6766  -0.386
O 3.2279 2.9540 2.3338  0.070
O 2.2791 4.3377 0.8663  0.022
H 5.1004 4.5301 2.0060  0.094
H 4.0310 5.4869 2.9079  0.107
H 4.2136 5.6766 1.1140  0.092
C -4.9904 -4.8266 -2.7181  0.076
N -3.5019 -4.9690 -2.7158  -0.418
O -3.0991 -5.9755 -3.3445  0.058
O -2.8146 -4.3051 -2.0180  0.047
H -5.2990 -5.7099 -2.8904  0.013
H -5.3762 -4.1660 -3.4847  0.114
H -5.2034 -4.5947 -1.6093  0.132

Atoms 1-2, force components in eV/Å:
C -6.0 -8.7 5.2
C -1.5 4.2 5.4



Entry 2:
Formula: C5H11NO3
Source: the OMol25 dataset
Level of theory: ωB97M-V with the def2-TZVPD basis set

The value obtained for the energy is -477.48739 Ha. The maximum force comes out at 2.77 eV/Å. The calculation puts the energy above the lowest of the compared OMol25 structures with the same formula, charge and spin at 362.6 kJ/mol. The HOMO-LUMO gap comes out at 8.01 eV. The HOMO energy is -7.48 eV. The charge is 0.

Last column: Löwdin charge in e.
CARTESIAN COORDINATES (ANGSTROEM)
C 2.0940 0.2661 -0.3293  -0.150
C -0.5960 -1.7962 0.8289  -0.040
C -0.1759 -0.3516 0.7703  -0.405
C 0.0806 0.3617 1.8986  -0.050
O 0.8478 -0.3425 -0.5316  -0.231
H 2.8438 -0.2004 -0.9769  0.082
H 2.0688 1.3410 -0.5635  0.077
H 2.4176 0.1442 0.7150  0.078
H -0.7842 -2.1755 -0.1753  0.082
H 0.2088 -2.3783 1.2782  0.093
H -1.4896 -1.9231 1.4460  0.085
H 0.1356 -0.1367 2.8557  0.047
H 0.3681 1.4057 1.8549  0.045
C -1.0255 0.5489 -1.6439  -0.582
N -1.4023 0.5754 -0.2469  0.180
O -0.4463 1.7166 -1.9686  0.124
O -1.3587 -0.3220 -2.3974  0.129
H -0.1529 1.6290 -2.8896  0.142
H -2.3070 0.1373 -0.0908  0.156
H -1.3267 1.5004 0.1662  0.138

Atoms 1-2, force components in eV/Å:
C 0.0 0.2 0.5
C -0.3 0.2 -0.1



> Among the records above, which one has the lowest charge?

C5H11NO3